Density functional theory data (the ωB97M-V functional and the def2-TZVPD basis) for an isolated molecule of C3H5N5 at a distorted geometry.

Cartesian coordinates (Å):
C  -1.274565  -0.194942  -0.545785
C  0.849122  0.651949  -0.258971
C  0.525221  -0.467170  0.750389
H  -2.805674  -0.339937  -1.867599
H  -0.469207  1.514448  -1.775757
H  2.529334  1.454284  0.666260
H  1.292017  -1.611130  2.198123
H  -1.234140  -1.443307  1.224844
N  -2.383085  -0.523022  -0.870460
N  -0.247044  0.749509  -1.056381
N  1.788529  1.510531  -0.166940
N  1.508374  -0.752960  1.552098
N  -0.654059  -0.914541  0.524587

Atomic forces in eV per Å
C 4.508 1.255 0.170
C 1.474 1.439 2.483
C 6.780 1.477 1.509
H 1.346 0.311 2.898
H 0.613 -1.780 1.827
H -2.543 -0.813 -2.403
H 0.229 2.058 -1.431
H 0.843 0.742 -1.460
N -5.270 -0.959 -4.234
N -2.904 -0.723 -1.302
N 1.090 -0.198 1.014
N -1.879 -2.004 0.742
N -4.287 -0.806 0.188

Values from the calculation:
calculated total energy = -10641.174 eV
structure (SMILES) = [H]/N=C1\N/C(=N/[H])N\C1=N\[H]
energy above the lowest of the compared OMol25 structures with the same formula, charge and spin = 39.2 kcal/mol
E_LUMO = 0.671 eV
highest occupied orbital energy = -0.343 hartree

Density functional theory data (the ωB97M-V functional and the def2-TZVPD basis) for an isolated molecule of C4H6FNS at a distorted geometry.

Cartesian coordinates (Å):
C  0.044179  -1.515578  -0.965224
C  0.837853  -0.357356  1.105202
C  -0.045873  1.005423  -1.106138
C  -0.097836  -0.298298  -0.188846
N  0.152212  -2.480589  -1.567746
F  -1.852929  0.859438  1.661947
S  -1.811963  -0.341529  0.535328
H  1.800161  0.079948  0.990910
H  0.348399  0.430388  1.713195
H  0.713250  -1.301709  1.600130
H  0.407613  1.746329  -0.436593
H  -1.048818  1.262349  -1.362821
H  0.553751  0.911184  -1.979343

Atomic forces in eV per Å
C -0.452 0.419 0.310
C -2.377 2.175 -0.760
C 0.876 -0.836 2.305
C 0.217 1.095 0.767
N 0.105 -0.602 -0.414
F 0.600 -0.337 -0.701
S -0.645 -0.721 0.005
H 1.162 -0.508 -0.553
H 0.281 -0.598 0.247
H 0.448 -0.371 0.083
H -0.294 0.277 -0.433
H -0.506 0.314 -0.234
H 0.586 -0.305 -0.622

Values from the calculation:
calculated total energy = -19286.421 eV
structure (SMILES) = CC(C)(C#N)SF
energy above the lowest of the compared OMol25 structures with the same formula, charge and spin = 37.0 kcal/mol
E_LUMO = 0.044 eV
highest occupied orbital energy = -0.354 hartree